# 1
C12H16BNO | the ωB97M-V functional and the def2-TZVPD basis

Each line ends with the Löwdin charge.
Atoms and positions in Å:
C 3.505 1.093 0.773  0.006
B 2.319 0.108 0.336  -0.624
O 2.392 -1.215 0.666  0.152
N 1.224 0.549 -0.432  0.054
C 0.767 1.941 -0.499  -0.157
C -0.704 2.264 -0.697  -0.063
C -1.902 1.731 -0.358  -0.074
C -2.231 0.426 0.172  -0.228
C -3.550 0.220 0.829  -0.049
C -1.206 -0.504 0.072  -0.082
C -1.357 -1.811 0.650  -0.057
C -0.701 -2.902 0.202  -0.078
C 0.232 -2.806 -0.875  -0.098
C 0.599 -1.607 -1.337  -0.051
C 0.051 -0.312 -0.839  -0.188
H 4.435 0.770 0.306  0.060
H 3.671 1.051 1.849  0.060
H 3.362 2.134 0.505  0.044
H 3.168 -1.449 1.174  0.100
H 1.308 2.444 -1.315  0.125
H 1.049 2.453 0.430  0.125
H -0.778 3.266 -1.109  0.099
H -2.755 2.380 -0.537  0.104
H -3.790 -0.832 0.946  0.068
H -4.335 0.697 0.244  0.082
H -3.548 0.687 1.817  0.092
H -2.043 -1.921 1.479  0.102
H -0.866 -3.868 0.656  0.100
H 0.665 -3.709 -1.283  0.103
H 1.354 -1.513 -2.105  0.119
H -0.334 0.234 -1.719  0.151

Output
HOMO energy = -7.358 eV
DFT total energy = -16917.914 eV
Energy above the lowest of the compared OMol25 structures with the same formula, charge and spin = 0.096 eV
Structure (SMILES) = CB(O)N1CC=CC(C)=C2C=CC=C[C@@H]21
Gap between HOMO and LUMO = 0.2839 hartree

# 2
C12H16BrClNO2 | the ωB97M-V functional and the def2-TZVPD basis

Each line ends with the Löwdin charge.
Atoms and positions in Å:
C 0.779 2.901 0.387  -0.076
C 1.748 1.803 0.804  -0.279
C 1.068 0.503 1.269  -0.602
Br 0.689 0.642 3.177  0.847
C -0.174 0.117 0.488  -0.195
C -1.444 0.141 1.030  0.032
C -2.565 -0.180 0.277  -0.045
C -3.986 -0.194 0.815  -0.454
O -4.866 -0.638 0.143  0.176
O -4.198 0.295 2.041  0.163
C -2.399 -0.547 -1.049  0.069
C -1.129 -0.578 -1.555  -0.009
N -0.046 -0.261 -0.814  0.024
C 1.264 -0.351 -1.518  -0.109
C 2.234 -1.419 -1.001  -0.226
C 1.599 -2.717 -0.546  -0.555
Cl 0.531 -3.389 -1.796  0.641
H 1.338 3.748 -0.003  0.089
H 0.095 2.579 -0.398  0.074
H 0.200 3.239 1.244  0.083
H 2.347 2.155 1.639  0.099
H 2.464 1.574 0.015  0.100
H 1.758 -0.331 1.228  0.069
H -1.546 0.393 2.070  0.057
H -3.481 0.852 2.363  0.113
H -3.239 -0.817 -1.669  0.146
H -0.943 -0.874 -2.573  0.135
H 1.018 -0.569 -2.551  0.119
H 1.713 0.636 -1.506  0.121
H 2.855 -1.017 -0.202  0.107
H 2.914 -1.629 -1.825  0.129
H 1.030 -2.608 0.375  0.075
H 2.371 -3.458 -0.360  0.085

Output
HOMO energy = -14.126 eV
DFT total energy = -100847.669 eV
Total charge = +1
Structure (SMILES) = CC[C@@H](Br)c1cc(C(=O)O)cc[n+]1CCCCl
Gap between HOMO and LUMO = 0.3386 hartree

# 3
C12H16Cl3F5OPb | the ωB97M-V functional and the def2-TZVPD basis

Each line ends with the Löwdin charge.
Atoms and positions in Å:
C 1.425 -1.232 0.069  -0.326
C 1.560 -0.371 -1.095  -0.328
C 0.271 -0.267 -1.715  -0.332
C 2.804 0.253 -1.613  -0.094
C -0.658 -1.054 -0.964  -0.309
C 0.050 -1.651 0.146  -0.315
C -0.543 -2.532 1.181  -0.082
C 2.508 -1.589 1.017  -0.084
C -0.024 0.475 -2.966  -0.105
C -2.085 -1.244 -1.313  -0.082
Pb 0.211 1.087 0.837  0.980
Cl 3.213 4.408 -1.244  -0.854
Cl 2.415 2.034 1.081  0.053
Cl -0.642 2.918 -0.846  0.003
H 3.588 0.283 -0.839  0.050
H 2.648 1.305 -1.937  0.057
H 3.156 -0.347 -2.475  0.078
H 0.578 1.399 -3.050  0.063
H -1.089 0.760 -3.027  0.058
H 0.205 -0.175 -3.832  0.074
H -2.564 -0.314 -1.684  0.067
H -2.682 -1.625 -0.463  0.065
H -2.140 -1.990 -2.130  0.074
H -1.606 -2.294 1.398  0.061
H 0.012 -2.481 2.138  0.067
H -0.508 -3.573 0.803  0.072
H 3.246 -0.771 1.148  0.055
H 3.040 -2.470 0.607  0.075
H 2.111 -1.846 2.017  0.068
O 0.324 0.286 2.848  -0.447
H -0.675 0.182 3.067  -0.015
F -2.672 -0.081 1.829  0.036
C -2.261 1.079 1.229  -0.450
F -2.988 1.273 0.100  0.023
C -2.491 2.271 2.192  -0.538
F -3.835 2.353 2.447  0.105
F -1.827 2.077 3.379  0.099
F -2.077 3.462 1.663  0.076

Output
HOMO energy = -1.090 eV
DFT total energy = -71154.316 eV
Energy above the lowest of the compared OMol25 structures with the same formula, charge and spin = 0.545 eV
Total charge = -2
Gap between HOMO and LUMO = 0.1846 hartree

# 4
C12H16Cl3F5OZr | the ωB97M-V functional and the def2-TZVPD basis

Each line ends with the Löwdin charge.
Atoms and positions in Å:
C 1.044 -2.093 -0.613  -0.298
C 2.144 -1.168 -0.793  -0.452
C 1.748 -0.239 -1.837  -0.393
C 3.545 -1.373 -0.316  -0.089
C 0.460 -0.652 -2.320  -0.269
C 0.038 -1.773 -1.566  -0.250
C -1.210 -2.547 -1.791  -0.058
C 1.049 -3.276 0.280  -0.083
C 2.644 0.749 -2.498  -0.092
C -0.250 -0.058 -3.478  -0.069
Zr 1.007 0.431 0.458  0.779
Cl 2.557 1.841 1.052  0.012
Cl 1.239 -0.729 2.588  -0.088
Cl -0.138 2.227 -0.794  -0.017
H 3.569 -2.044 0.548  0.066
H 4.013 -0.428 -0.021  0.043
H 4.161 -1.816 -1.110  0.073
H 3.314 1.225 -1.775  0.049
H 2.059 1.538 -2.981  0.059
H 3.263 0.264 -3.265  0.071
H -0.160 1.033 -3.473  0.045
H -1.315 -0.312 -3.443  0.066
H 0.156 -0.433 -4.427  0.075
H -2.009 -1.893 -2.156  0.067
H -1.539 -3.008 -0.856  0.067
H -1.057 -3.341 -2.534  0.072
H 1.539 -3.036 1.228  0.020
H 1.569 -4.126 -0.182  0.073
H 0.022 -3.577 0.507  0.071
O -1.218 -0.353 0.754  -0.524
H -1.822 0.184 0.218  -0.093
F -0.784 3.279 2.385  -0.033
C -1.519 2.182 2.156  -0.509
F -1.564 1.420 3.244  -0.004
C -2.877 2.486 1.531  -0.617
F -3.670 3.008 2.503  0.057
F -2.733 3.406 0.557  0.074
F -3.486 1.384 1.041  0.097

Output
HOMO energy = 1.800 eV
DFT total energy = -67190.290 eV
Total charge = -2
Gap between HOMO and LUMO = 0.1298 hartree

# 5
C12H16ClNO3Zr | the ωB97M-V functional and the def2-TZVPD basis

Each line ends with the Löwdin charge.
Atoms and positions in Å:
Cl -3.137 -0.726 1.634  -0.286
C 1.487 -1.692 0.336  -0.148
C 1.899 -1.066 -0.908  -0.209
C 0.831 -1.263 -1.864  -0.161
H 2.863 -0.584 -1.104  0.137
C -0.198 -2.040 -1.224  -0.349
C 0.216 -2.294 0.126  -0.063
H -0.401 -2.868 0.863  0.162
H 2.094 -1.774 1.243  0.142
H 0.822 -0.954 -2.931  0.163
C -1.443 -2.559 -1.884  -0.014
Zr 0.157 0.237 -0.277  1.564
C -1.971 0.821 -1.292  0.000
O -2.912 1.261 -1.866  0.151
C -0.050 0.505 2.333  -0.044
O 0.042 0.904 3.375  0.184
H -1.885 -1.827 -2.582  0.090
H -2.205 -2.826 -1.133  0.101
H -1.197 -3.463 -2.471  0.118
C 3.374 4.533 -0.058  0.031
N 2.293 3.655 -0.460  -0.091
C 1.250 4.092 -1.392  0.033
C 2.207 2.459 0.053  -0.388
C 3.156 1.863 1.022  0.056
O 1.165 1.808 -0.345  -0.246
H 3.205 5.445 -0.631  0.109
H 4.344 4.064 -0.314  0.126
H 3.316 4.723 1.034  0.130
H 1.206 3.461 -2.294  0.119
H 0.254 4.138 -0.922  0.121
H 1.558 5.096 -1.673  0.106
H 3.101 2.453 1.959  0.134
H 2.928 0.796 1.247  0.094
H 4.171 1.933 0.578  0.129

Output
HOMO energy (spin up / spin down) = -14.862 / -14.891 eV
DFT total energy = -34122.028 eV
Total charge = +2
Gap between HOMO and LUMO (spin up / spin down) = 0.2032 / 0.2046 hartree

# 6
C12H16F7IrN8O11S2 | the ωB97M-V functional and the def2-TZVPD basis

Each line ends with the Löwdin charge.
Atoms and positions in Å:
Ir 0.026 -0.392 0.202  1.614
F 3.574 0.916 3.080  0.183
C 2.572 0.719 2.241  -0.653
F 1.626 1.621 2.499  0.124
F 2.052 -0.490 2.479  0.118
S 3.152 0.851 0.446  0.647
O 2.199 0.048 -0.313  -0.398
O 4.486 0.389 0.417  -0.190
N 2.994 2.381 0.139  -0.258
S 1.588 2.915 -0.303  0.622
O 1.400 4.296 -0.069  -0.210
O 0.462 2.064 0.057  -0.434
C 1.604 2.700 -2.191  -0.640
F 2.152 1.540 -2.539  0.139
F 2.220 3.672 -2.833  0.183
F 0.323 2.669 -2.606  0.109
N -1.521 0.853 -1.336  0.033
N -2.854 0.493 -1.158  0.038
C -3.183 -0.668 -0.569  -0.364
N -4.460 -0.990 -0.404  0.235
N -2.160 -1.395 -0.117  0.084
N -2.276 -2.650 0.368  -0.419
O -1.280 -3.080 0.896  0.073
O -3.317 -3.250 0.242  0.101
H -1.304 1.797 -1.012  0.093
H -1.190 0.713 -2.288  0.127
H -3.584 1.128 -1.466  0.179
H -5.205 -0.397 -0.733  0.138
H -4.684 -1.935 -0.099  0.117
F 3.078 -4.939 2.645  0.113
C 2.375 -5.197 1.559  -0.171
C 2.600 -4.483 0.416  0.013
N 1.900 -4.731 -0.708  -0.011
C 1.848 -3.703 -1.704  0.003
C 1.115 -2.517 -1.019  -0.618
O 0.351 -1.786 -1.669  0.011
O 1.305 -2.394 0.203  -0.015
C 0.868 -5.705 -0.751  -0.458
O 0.210 -5.866 -1.740  0.112
N 0.714 -6.418 0.402  0.227
C 1.352 -6.252 1.630  -0.393
O 1.077 -6.914 2.591  0.134
H 3.375 -3.728 0.386  0.159
H 1.297 -4.050 -2.581  0.144
H 2.842 -3.346 -1.984  0.155
H -0.015 -7.127 0.380  0.182
C -1.487 -1.304 3.770  0.017
C -1.648 0.033 3.008  -0.511
C -1.510 1.221 3.979  -0.002
O -0.760 0.139 2.008  -0.170
H -2.212 -1.352 4.578  0.104
H -0.477 -1.348 4.166  0.098
H -1.617 -2.142 3.088  0.064
H -2.676 0.057 2.580  0.140
H -0.563 1.152 4.505  0.092
H -2.326 1.206 4.694  0.098
H -1.520 2.153 3.420  0.090

Output
HOMO energy (spin up / spin down) = -11.101 / -11.157 eV
DFT total energy = -90662.736 eV
⟨S²⟩ = 0.983
Total charge = +1
Gap between HOMO and LUMO (spin up / spin down) = 0.1625 / 0.1570 hartree
Multiplicity = 2

# 7
C12H16FeN9O2S | the ωB97M-V functional and the def2-TZVPD basis

Each line ends with the Löwdin charge.
Atoms and positions in Å:
Fe -0.681 -0.081 0.205  0.856
C 2.080 3.295 -1.436  0.019
C 1.425 2.090 -0.833  -0.217
N 0.174 1.917 -0.723  0.024
N -0.657 2.898 -1.144  0.015
C -1.982 2.756 -0.935  -0.768
N -2.749 3.749 -1.344  0.156
S -2.633 1.392 -0.204  0.852
C 2.233 1.008 -0.222  -0.203
C 3.604 1.087 -0.106  0.030
C 4.288 0.080 0.561  0.007
C 3.574 -0.963 1.113  -0.004
C 2.202 -0.973 0.945  -0.113
N 1.539 -0.025 0.272  0.014
H 1.484 3.741 -2.230  0.089
H 3.038 3.043 -1.881  0.094
H 2.255 4.054 -0.666  0.126
H -0.285 3.742 -1.539  0.146
H -2.394 4.573 -1.801  0.137
H -3.743 3.689 -1.191  0.128
H 4.150 1.930 -0.506  0.124
H 5.366 0.126 0.658  0.135
H 4.062 -1.750 1.673  0.131
H 1.603 -1.757 1.390  0.117
C -3.052 -4.707 -0.839  0.021
O -3.153 -3.273 -0.627  0.066
C -2.095 -2.527 -0.669  -0.532
O -2.177 -1.316 -0.429  -0.106
N -0.910 -3.072 -1.016  0.049
N 0.145 -2.174 -1.094  0.058
H -4.043 -5.095 -0.655  0.113
H -2.347 -5.144 -0.135  0.109
H -2.771 -4.918 -1.870  0.108
H -0.822 -3.987 -1.419  0.155
H 0.312 -1.932 -2.065  0.130
H 0.970 -2.632 -0.741  0.105
N -0.846 -0.135 2.083  0.020
C -1.176 -0.098 3.240  -0.256
N -1.459 -0.133 4.415  0.168
C -2.032 0.493 5.422  -0.285
N -2.495 1.029 6.341  0.181

Output
HOMO energy (spin up / spin down) = -14.796 / -14.587 eV
DFT total energy = -75416.312 eV
Energy above the lowest of the compared OMol25 structures with the same formula, charge and spin = 0.978 eV
⟨S²⟩ = 8.775
Total charge = +2
Gap between HOMO and LUMO (spin up / spin down) = 0.2919 / 0.2348 hartree
Multiplicity = 6

# 8
C12H16IN | the ωB97M-V functional and the def2-TZVPD basis

Each line ends with the Löwdin charge.
Atoms and positions in Å:
C 1.600 -1.995 1.686  -0.159
C 0.777 -0.960 1.042  -0.417
C -0.689 -1.264 0.828  -0.072
C -1.363 0.135 0.551  -0.141
C -2.655 0.379 0.911  -0.089
C -3.276 1.589 0.676  -0.094
C -2.453 2.593 0.055  -0.092
C -1.210 2.292 -0.457  -0.059
C -0.608 1.090 -0.175  -0.161
N 0.612 0.651 -0.800  -0.145
C 1.178 1.330 -1.905  -0.128
C 1.427 -0.487 -0.345  -0.744
C 1.463 -1.648 -1.379  -0.099
I 3.478 0.053 0.135  0.942
H 1.809 -2.920 1.252  0.048
H 1.167 -2.310 2.727  0.122
H 2.654 -1.719 1.931  0.009
H 0.738 -0.025 1.634  0.142
H -1.202 -1.736 1.688  0.135
H -0.703 -1.793 -0.044  0.069
H -3.325 -0.406 1.428  0.140
H -4.249 1.976 1.091  0.113
H -2.898 3.602 -0.026  0.105
H -0.562 3.096 -0.914  0.128
H 1.646 0.481 -2.527  0.096
H 0.393 1.789 -2.610  0.121
H 1.878 2.041 -1.636  0.033
H 2.015 -1.329 -2.220  0.038
H 0.449 -1.991 -1.655  0.098
H 1.910 -2.513 -0.941  0.062

Output
HOMO energy = -7.763 eV
DFT total energy = -22292.997 eV
Energy above the lowest of the compared OMol25 structures with the same formula, charge and spin = 0.000 eV
Structure (SMILES) = C[C@@H]1Cc2ccccc2N(C)[C@@]1(C)I
Gap between HOMO and LUMO = 0.3045 hartree